Molecular formula: C9H13B2F8N4O4V
Method: DFT, ωB97M-V/def2-TZVPD

Calculated values
**Gap between HOMO and LUMO (spin up / spin down)**: 6.78 / 7.40 eV
**Spin multiplicity**: 2
**Charge**: -1
**Energy above the lowest of the compared OMol25 structures with the same formula, charge and spin**: 3.835 eV

XYZ file:
```
41
Properties=species:S:1:pos:R:3:lowdin_spin:R:1
O -16.4517 30.3399 10.9890 -0.23
V -16.2717 28.8372 10.5612 1.17
B -15.4487 26.2706 10.0702 0.00
F -15.3710 25.9391 11.3523 0.00
F -16.7296 26.4792 9.6874 0.00
F -14.8008 27.4561 10.0908 0.01
F -14.7643 25.4273 9.2656 0.00
B -15.7831 29.8283 8.1149 0.00
F -15.5218 29.8023 6.7726 0.00
F -16.5731 30.9524 8.4340 0.00
F -16.5992 28.7928 8.5030 0.02
F -14.6369 29.6907 8.8641 0.00
O -17.3282 25.9394 13.3579 0.00
C -17.6661 27.1663 13.0868 0.00
O -17.0120 27.9265 12.3898 0.02
O -18.7258 27.6246 13.5031 0.00
H -16.5361 26.0921 12.8375 0.00
C -12.6746 28.1098 13.9680 0.00
C -13.6223 28.6972 13.0041 0.00
N -14.3849 29.1159 12.2236 0.01
H -12.6527 28.6052 14.9387 0.00
H -11.6764 28.0424 13.5355 0.00
H -13.1159 27.1230 14.1080 0.00
C -11.3339 25.7487 9.6842 0.00
C -10.8048 25.5639 11.0429 0.00
N -10.3432 25.4382 12.1304 0.00
H -11.4245 24.7864 9.1803 0.00
H -10.6802 26.3456 9.0481 0.00
H -12.3550 26.1263 9.7368 0.00
C -17.6843 23.6672 8.0075 0.00
C -16.5824 23.4837 7.0786 0.00
N -15.7130 23.3858 6.3056 0.00
H -17.9387 22.6880 8.4131 0.00
H -18.6200 24.1160 7.6741 0.00
H -17.3459 24.2711 8.8495 0.00
C -13.7298 23.0760 11.4035 0.00
C -14.8748 23.2060 12.3073 0.00
N -15.8043 23.3421 13.0336 0.00
H -12.9346 23.8055 11.5571 0.00
H -14.0743 22.9500 10.3771 0.00
H -13.1824 22.1878 11.7192 0.00
```

=====

Molecular formula: C29H47N2O2P2V
Method: DFT, ωB97M-V/def2-TZVPD

Calculated values
**Gap between HOMO and LUMO (spin up / spin down)**: 5.84 / 6.32 eV
**Spin multiplicity**: 2
**Charge**: +1
**Energy above the lowest of the compared OMol25 structures with the same formula, charge and spin**: 0.222 eV

XYZ file:
```
83
Properties=species:S:1:pos:R:3:lowdin_spin:R:1
C -0.8773 4.1032 -1.4668 0.00
C -1.1300 2.7863 -0.9801 0.01
N -0.2065 2.2249 -0.1007 0.00
C 0.8946 2.8980 0.2979 0.01
C 1.1205 4.2072 -0.1048 0.00
C 0.2260 4.8014 -1.0110 0.00
C -2.2503 1.9990 -1.3285 0.01
P -2.5414 0.3657 -0.6654 0.01
V -0.7208 0.4991 0.8142 1.25
P 1.7046 0.3671 1.0296 -0.02
C 1.8232 2.1881 1.2458 0.01
C -0.1209 -2.5651 0.3183 -0.03
C -1.2192 -3.3973 0.4404 0.00
C -1.0157 -4.7428 0.8155 0.00
C 0.3002 -5.2084 0.9835 0.00
C 1.3945 -4.3847 0.7048 0.00
C 1.1809 -3.0543 0.3433 0.00
O -0.6343 1.5812 -6.1759 0.00
O 1.2375 -1.1543 -3.5353 0.00
H -1.5802 4.5022 -2.2025 0.00
H 1.9452 4.7578 0.3425 0.00
H 0.3630 5.8357 -1.3028 0.00
C -4.2697 0.5368 -0.0393 0.00
C -2.7777 -0.7705 -2.0724 0.00
H 2.8546 2.4944 1.0550 0.00
H 1.5577 2.4241 2.2845 0.00
H -1.0838 0.7051 -6.0359 0.00
H -2.9792 2.4169 -2.0271 0.00
C 2.4736 -0.2929 2.5321 -0.01
C 3.0226 0.0890 -0.1973 0.00
H -2.2198 -3.0249 0.1696 0.00
H -1.8912 -5.3930 0.9505 0.00
H 0.4442 -6.2545 1.2513 0.00
H 2.4037 -4.7890 0.7689 0.00
H 2.0233 -2.4388 0.0314 0.00
H 0.0854 -0.4615 -0.0872 -0.03
H 1.5061 -2.1045 -3.5296 0.00
H 1.3723 -0.8935 -2.5891 0.00
H -0.0713 1.6248 -5.3665 0.00
H -0.3473 -1.3049 0.1512 -0.01
H -4.8969 0.9760 -0.8293 0.00
H -4.6519 -0.4489 0.2639 0.00
H -4.2657 1.2206 0.8230 0.00
H -3.4990 -0.3538 -2.7939 0.00
H -1.8005 -0.9429 -2.5479 0.00
H -3.1699 -1.7342 -1.7149 0.00
H 3.8719 0.7494 0.0216 0.00
H 3.3802 -0.9483 -0.1696 0.00
H 2.6811 0.3224 -1.2135 0.00
H 3.5396 -0.0332 2.5623 0.00
H 1.9757 0.1207 3.4149 0.00
H 2.3706 -1.3835 2.5509 0.00
C 1.0587 3.4312 5.8506 0.00
C 0.1475 3.2316 4.6664 0.00
C -0.3538 4.3381 3.9663 -0.01
C -1.2478 4.2050 2.8999 0.00
C -1.7555 5.4045 2.1667 0.00
C -1.6818 2.9252 2.5564 -0.01
C -1.1354 1.7815 3.1932 -0.01
C -0.2466 1.9493 4.2826 -0.01
N -1.3950 0.5112 2.6433 -0.12
C -1.9408 -0.5888 3.4491 -0.01
C -0.8561 -1.6257 3.7199 0.00
C -2.5411 -0.0921 4.7532 0.00
C -3.0484 -1.2813 2.6608 0.00
H 1.8595 4.1504 5.6208 0.00
H 0.4952 3.8191 6.7153 0.00
H 1.5195 2.4790 6.1478 0.00
H -0.0316 5.3388 4.2616 0.00
H -2.5414 5.9074 2.7399 0.00
H -0.9567 6.1297 1.9992 0.00
H -2.1658 5.1285 1.1954 0.00
H -2.4680 2.7676 1.8073 0.00
H 0.1569 1.0678 4.8039 0.00
H 0.0130 -1.1763 4.2156 0.00
H -1.2679 -2.4158 4.3653 0.00
H -0.5072 -2.0934 2.7859 0.00
H -3.2971 0.6676 4.5453 0.00
H -3.0221 -0.9309 5.2673 0.00
H -1.7774 0.3373 5.4009 0.00
H -3.5101 -2.0494 3.2975 0.00
H -2.6685 -1.7831 1.7577 0.00
H -3.8243 -0.5628 2.3694 0.00
```

=====

Molecular formula: C38H29BiO2PSSi
Method: DFT, ωB97M-V/def2-TZVPD

Calculated values
**Gap between HOMO and LUMO (spin up / spin down)**: 6.71 / 5.55 eV
**Spin multiplicity**: 2
**Charge**: 0
**Energy above the lowest of the compared OMol25 structures with the same formula, charge and spin**: 0.005 eV

XYZ file:
```
73
Properties=species:S:1:pos:R:3:lowdin_spin:R:1
Bi 1.6425 3.2267 -0.0674 0.39
O -0.6132 -1.1910 2.5903 0.00
C 0.1516 -0.6320 1.8403 0.00
O -0.2574 0.1944 0.8782 0.00
C 1.6329 -0.7844 1.9252 0.00
C 2.1162 -1.1695 3.1714 0.00
C 3.4750 -1.2990 3.3948 0.00
C 4.3548 -1.0621 2.3524 0.00
C 3.8777 -0.7090 1.0996 0.00
C 2.5120 -0.5607 0.8531 0.00
P 1.9769 0.0416 -0.7991 0.08
C 0.9098 -1.2918 -1.4720 0.02
C 0.4657 -2.4020 -0.7626 0.01
C -0.3861 -3.3263 -1.3544 0.00
C -0.7894 -3.1633 -2.6693 0.00
C -0.3322 -2.0717 -3.3966 0.00
C 0.5046 -1.1436 -2.8002 0.01
C 3.4812 -0.2372 -1.8110 0.01
C 4.2608 0.8639 -2.1508 0.00
C 5.4217 0.7030 -2.8987 0.00
C 5.8033 -0.5599 -3.3188 0.00
C 5.0262 -1.6659 -2.9915 0.00
C 3.8731 -1.5065 -2.2428 0.00
H 1.3995 -1.3499 3.9608 0.00
H 3.8423 -1.5789 4.3730 0.00
H 5.4221 -1.1537 2.5076 0.00
H 4.5877 -0.5415 0.3022 0.00
H 0.7813 -2.5660 0.2597 0.00
H -0.7342 -4.1739 -0.7785 0.00
H -1.4572 -3.8817 -3.1265 0.00
H -0.6345 -1.9383 -4.4276 0.00
H 0.8543 -0.2910 -3.3739 0.00
H 3.9625 1.8517 -1.8186 0.00
H 6.0222 1.5666 -3.1531 0.00
H 6.7036 -0.6876 -3.9061 0.00
H 5.3242 -2.6528 -3.3215 0.00
H 3.2699 -2.3690 -1.9873 0.00
C -1.6041 4.1096 -2.3556 0.00
C -2.1860 4.3200 -1.1146 0.00
C -2.3001 3.2688 -0.2151 0.00
C -1.8353 1.9914 -0.5364 0.00
C -1.2650 1.7976 -1.7967 0.00
C -1.1464 2.8446 -2.6986 0.00
Si -1.9105 0.6272 0.7329 0.00
C -2.9004 -0.8278 0.1259 0.00
C -3.4211 -0.8377 -1.1708 0.00
C -4.1263 -1.9330 -1.6510 0.00
C -4.3253 -3.0372 -0.8383 0.00
C -3.8261 -3.0417 0.4575 0.00
C -3.1214 -1.9483 0.9365 0.00
C -2.4508 1.2975 2.3753 0.00
C -3.7373 1.0865 2.8677 0.00
C -4.1319 1.6355 4.0811 0.00
C -3.2406 2.4030 4.8148 0.00
C -1.9559 2.6258 4.3356 0.00
C -1.5648 2.0785 3.1242 0.00
H -1.5093 4.9292 -3.0567 0.00
H -2.5435 5.3051 -0.8437 0.00
H -2.7358 3.4497 0.7605 0.00
H -0.8948 0.8189 -2.0747 0.00
H -0.6954 2.6759 -3.6689 0.00
H -3.2854 0.0214 -1.8159 0.00
H -4.5213 -1.9200 -2.6590 0.00
H -4.8740 -3.8936 -1.2103 0.00
H -3.9848 -3.9010 1.0967 0.00
H -2.7261 -1.9632 1.9433 0.00
H -4.4383 0.4811 2.3036 0.00
H -5.1332 1.4611 4.4536 0.00
H -3.5463 2.8298 5.7617 0.00
H -1.2584 3.2256 4.9062 0.00
H -0.5603 2.2686 2.7560 0.00
S 2.9092 2.4402 3.2055 0.24
C 2.3956 2.8236 1.7877 0.23
```

=====

Molecular formula: C7H11N3O2S
Method: DFT, ωB97M-V/def2-TZVPD

Calculated values
**Gap between HOMO and LUMO (spin up / spin down)**: 7.34 / 7.34 eV
**Spin multiplicity**: 1
**Charge**: 0
**Energy above the lowest of the compared OMol25 structures with the same formula, charge and spin**: 1.705 eV

XYZ file:
```
24
Properties=species:S:1:pos:R:3:mulliken_charge:R:1
C 1.4120 -2.2021 0.6558 0.06
C 2.0911 1.2738 -0.6496 0.53
C -1.2888 0.0123 0.3889 0.06
C 1.7033 -0.0054 -1.0612 -0.26
C 0.0344 -0.2974 1.0293 1.08
C 0.4286 0.6644 2.1069 -1.11
C -3.1173 -0.8967 -1.0513 -0.92
N 0.5046 -1.5346 1.1187 -0.37
N 1.5738 2.2715 -1.4192 -0.39
N -1.8988 -1.0604 -0.2332 -0.24
O 2.8412 1.5537 0.2714 -0.70
O -1.6576 1.1531 0.3420 -0.61
S 2.5106 -1.4502 -0.5574 -0.15
H 1.6761 -3.3159 0.9065 0.29
H 0.9026 -0.0321 -1.9297 0.25
H 0.8532 0.1809 3.0024 0.33
H -0.5506 1.2476 2.2857 0.34
H 1.2074 1.3521 1.6249 0.19
H -3.8126 -1.6057 -0.8125 0.37
H -3.4859 0.1541 -0.9332 0.29
H -2.8463 -1.0543 -2.1145 0.27
H 1.0260 2.2163 -2.2060 0.15
H 1.7402 3.2885 -1.0452 0.25
H -1.8471 -1.9137 0.2803 0.29
```

=====

The following E values (in Eh) correspond, in order, to the records above: -2663.8942 -3019.6319 -2859.6069 -986.1873.